{
  "formula": "C10H36N8O8",
  "method": "the ωB97M-V functional and the def2-TZVPD basis",
  "elements": ["O", "H", "H", "O", "H", "H", "C", "C", "C", "O", "H", "H", "H", "H", "H", "H", "H", "H", "C", "C", "C", "O", "H", "H", "H", "H", "H", "H", "H", "H", "C", "O", "N", "N", "H", "H", "H", "H", "C", "O", "N", "N", "H", "H", "H", "H", "C", "O", "N", "N", "H", "H", "H", "H", "C", "O", "N", "N", "H", "H", "H", "H"],
  "xyz": [[-0.477, 4.110, -2.721], [-0.619, 3.173, -2.909], [-1.021, 4.304, -1.967], [0.194, 1.931, -0.936], [0.418, 2.830, -1.289], [1.017, 1.429, -1.156], [-0.579, -3.277, -2.440], [0.594, -3.830, -1.592], [0.055, -4.890, -0.536], [1.440, -4.452, -2.580], [-1.318, -4.058, -2.636], [-0.206, -2.918, -3.362], [-1.202, -2.506, -1.991], [1.150, -3.151, -0.975], [-0.684, -4.432, 0.087], [0.879, -5.138, 0.119], [-0.403, -5.747, -1.046], [2.164, -4.880, -2.079], [-4.406, -0.555, 0.909], [-2.990, -0.405, 0.521], [-2.752, 0.236, -0.845], [-2.312, 0.459, 1.543], [-4.922, -1.060, 0.117], [-4.980, 0.364, 0.961], [-4.544, -1.131, 1.825], [-2.470, -1.362, 0.599], [-3.425, 1.100, -1.013], [-2.983, -0.471, -1.668], [-1.694, 0.622, -0.965], [-2.049, 1.257, 1.060], [-2.377, 4.757, 0.182], [-2.946, 5.155, -0.781], [-2.738, 3.654, 0.880], [-1.148, 5.101, 0.568], [-3.700, 3.476, 0.772], [-2.309, 3.428, 1.744], [-0.758, 5.969, 0.231], [-0.859, 4.833, 1.498], [3.700, 2.395, 1.699], [4.686, 3.072, 1.824], [3.378, 1.245, 2.383], [2.662, 2.676, 0.868], [2.494, 0.730, 2.374], [3.951, 1.025, 3.225], [2.812, 3.401, 0.199], [1.900, 2.037, 0.691], [0.530, -2.093, 1.783], [1.528, -2.680, 1.447], [0.317, -0.729, 1.398], [-0.443, -2.784, 2.611], [-0.550, -0.266, 1.614], [0.809, -0.433, 0.551], [-1.369, -2.460, 2.897], [-0.098, -3.580, 3.061], [3.088, -0.509, -0.777], [1.992, 0.058, -0.687], [4.184, 0.212, -1.234], [3.336, -1.807, -0.367], [5.095, -0.105, -1.623], [4.251, 1.133, -1.438], [2.524, -2.366, -0.043], [4.182, -2.094, -0.588]],
  "atomic_forces_ev_per_a": [[0.7, -0.3, -0.6], [-0.2, 0.2, 0.0], [-0.7, 0.2, 0.5], [1.1, 1.0, -0.7], [-0.6, -0.8, 0.5], [-0.8, -0.1, 0.3], [-0.2, -0.3, 1.3], [-2.0, -1.9, -0.1], [0.7, 0.8, -1.6], [0.6, -0.2, 1.2], [0.4, -0.3, -0.1], [0.4, 0.4, -1.0], [0.4, 0.3, 0.4], [0.1, 0.9, -0.3], [-0.6, 0.4, 0.4], [0.2, -0.5, 0.1], [0.3, 0.1, 0.2], [-0.5, 0.2, -0.6], [-1.1, -0.3, 0.1], [1.7, 1.5, 0.6], [0.3, 0.2, -0.7], [-0.5, -0.4, -0.7], [-0.3, -0.8, -0.5], [0.4, 0.5, 0.3], [0.1, 0.1, 0.0], [0.0, -0.1, -0.2], [0.2, -0.3, 0.3], [0.3, 0.3, 0.5], [-1.1, -0.7, 0.2], [0.0, -0.1, 0.1], [1.4, -1.7, 0.7], [-1.4, 1.3, -1.7], [-1.2, -0.7, -0.1], [2.4, 1.8, 0.7], [-1.1, -0.7, 0.2], [0.0, -0.1, 0.6], [-0.1, -0.1, 0.0], [0.2, 0.2, -0.3], [-2.2, -1.2, 0.1], [0.8, 0.2, 0.2], [1.6, -1.3, 2.5], [-0.3, 0.8, -0.8], [0.4, 0.8, -0.5], [-0.6, 0.4, -1.3], [0.0, 0.3, -0.2], [0.2, 0.1, 0.0], [-2.5, 1.8, 0.8], [0.6, -0.9, -0.1], [0.2, -2.7, 1.1], [0.4, 2.7, -1.8], [-0.4, -0.1, 0.1], [0.0, -0.3, 0.2], [0.9, 0.2, -0.4], [0.5, -1.2, 0.5], [1.1, -0.1, 0.2], [0.4, -0.6, -0.1], [1.9, -3.5, -0.3], [-5.2, 3.7, -0.1], [-1.4, -1.1, 1.0], [-1.5, 3.5, -0.2], [1.2, 0.5, 0.1], [4.5, -2.3, -0.8]],
  "orbital_gap_ev": 10.080,
  "de_lowest_kcal_mol": 19.12,
  "smiles": "NC(N)=O.NC(N)=O.NC(N)=O.NC(N)=O.CC(C)O.CC(C)O.O.O",
  "multiplicity": 1
}

{
  "formula": "C10H37BGaO9",
  "method": "the ωB97M-V functional and the def2-TZVPD basis",
  "elements": ["C", "C", "C", "C", "Ga", "O", "B", "O", "O", "H", "H", "H", "H", "H", "H", "H", "H", "H", "H", "H", "H", "H", "C", "O", "H", "H", "H", "H", "C", "O", "H", "H", "H", "H", "C", "O", "H", "H", "H", "H", "C", "O", "H", "H", "H", "H", "C", "O", "H", "H", "H", "H", "C", "O", "H", "H", "H", "H"],
  "xyz": [[2.597, 2.124, 0.859], [1.645, 3.110, 0.176], [1.497, 4.394, 1.022], [0.293, 2.509, -0.205], [-0.784, 1.770, 1.336], [-2.640, 1.655, 0.727], [-3.310, 2.803, 0.626], [-4.557, 2.817, -0.014], [-2.859, 4.052, 1.104], [2.905, 1.354, 0.150], [2.159, 1.655, 1.740], [3.486, 2.692, 1.146], [2.155, 3.386, -0.756], [2.100, 5.194, 0.585], [1.883, 4.230, 2.028], [0.465, 4.727, 1.094], [0.468, 1.681, -0.903], [-0.290, 3.252, -0.756], [-0.740, 2.651, 2.685], [-0.373, 0.270, 1.705], [-4.823, 3.730, -0.130], [-2.465, 3.933, 1.971], [-1.382, -2.831, 0.830], [-1.437, -1.503, 0.346], [-0.447, -3.270, 0.489], [-1.397, -2.846, 1.925], [-2.217, -3.429, 0.446], [-2.242, -1.081, 0.661], [2.532, -2.703, -0.314], [2.433, -1.370, -0.792], [3.478, -3.119, -0.653], [2.505, -2.723, 0.781], [1.714, -3.314, -0.710], [1.598, -1.007, -0.475], [-4.281, -0.808, -1.598], [-4.973, -0.292, -0.467], [-4.901, -1.569, -2.069], [-4.085, -0.009, -2.320], [-3.335, -1.264, -1.298], [-4.408, 0.388, -0.071], [5.987, -4.286, -2.771], [4.748, -4.854, -2.365], [5.915, -3.213, -2.615], [6.818, -4.675, -2.175], [6.184, -4.476, -3.830], [4.796, -5.803, -2.498], [-2.473, -3.129, -4.452], [-3.353, -3.545, -3.416], [-1.490, -2.996, -4.006], [-2.404, -3.881, -5.244], [-2.792, -2.177, -4.885], [-4.226, -3.659, -3.796], [0.872, 2.242, 5.249], [0.793, 3.568, 4.742], [1.810, 1.806, 4.916], [0.851, 2.270, 6.345], [0.043, 1.637, 4.874], [-0.046, 3.932, 5.029]],
  "atomic_forces_ev_per_a": [[0.0, 0.3, -0.4], [0.0, 0.2, -0.1], [0.4, -0.2, -0.1], [0.0, -0.2, 0.2], [0.2, -0.3, 0.1], [0.0, 0.1, 0.2], [0.0, -0.3, -0.2], [0.3, 0.1, -0.2], [-0.6, 0.0, 0.0], [0.0, -0.2, 0.1], [0.0, 0.0, 0.1], [0.1, -0.2, 0.2], [0.0, 0.1, 0.0], [-0.1, 0.1, 0.0], [-0.2, 0.0, 0.2], [-0.1, 0.0, 0.0], [-0.1, -0.1, 0.0], [-0.1, 0.1, 0.0], [-0.3, 0.2, 0.0], [0.0, 0.1, 0.1], [-0.2, 0.1, 0.1], [0.6, 0.0, 0.0], [-0.3, 0.3, 0.1], [0.1, -0.5, -0.4], [0.0, 0.0, 0.0], [0.0, -0.1, 0.0], [0.1, -0.1, 0.0], [0.1, 0.2, 0.1], [-0.2, 0.3, 0.0], [0.1, -0.1, 0.0], [0.0, 0.0, -0.1], [0.0, -0.1, 0.0], [0.1, -0.1, 0.1], [0.0, 0.1, 0.0], [0.0, 0.3, 0.3], [0.1, -0.2, 0.0], [-0.1, 0.0, 0.1], [0.1, -0.1, -0.1], [0.0, 0.0, -0.2], [0.0, 0.1, 0.0], [-0.1, -0.1, 0.0], [0.1, 0.1, 0.0], [0.0, 0.0, 0.0], [0.0, 0.0, 0.0], [0.0, 0.0, 0.0], [0.0, -0.1, 0.0], [-0.2, 0.0, 0.1], [0.1, -0.1, -0.1], [0.0, 0.0, 0.0], [0.0, 0.0, 0.0], [0.1, 0.0, 0.0], [-0.1, 0.0, 0.0], [-0.3, 0.3, 0.1], [0.4, 0.0, 0.2], [0.0, 0.0, 0.0], [0.1, -0.2, 0.0], [0.1, -0.1, 0.0], [-0.1, 0.0, -0.2]],
  "orbital_gap_ev": 7.150,
  "multiplicity": 1,
  "total_charge": -1
}